No. 1
DFT (ωB97M-V/def2-TZVPD) results for a 2-piece molecular cluster, H5NS overall at a distorted geometry.

Total energy, hartree: -455.9046
SMILES: N.S
Charge: 0
Max |F|, eV/A: 3.26

Each line ends with the natural charge from an NBO analysis.
Cartesian coordinates (Å):
S: 1.9832 0.5884 1.2347  -0.32
H: 1.4197 -0.5320 0.8629  0.14
N: -1.2327 -0.2123 -1.4219  -1.07
H: -1.0124 0.6302 -1.0344  0.35
H: -0.7698 -0.9780 -0.9785  0.36
H: -2.2184 -0.2228 -1.3490  0.36
H: 1.8304 0.7263 2.6863  0.18

=====

No. 2
DFT (ωB97M-V/def2-TZVPD) results for a 2-piece molecular cluster, H5NS overall at a distorted geometry.

Total energy, hartree: -455.9189
SMILES: N.S
Charge: 0
Max |F|, eV/A: 1.15

Each line ends with the natural charge from an NBO analysis.
Cartesian coordinates (Å):
S: -1.7665 0.2123 0.9056  -0.32
H: -2.2825 -0.8973 0.3003  0.16
N: 1.3445 0.1868 -1.0838  -1.06
H: 1.9974 -0.1709 -0.3827  0.35
H: 0.4533 -0.2499 -0.8643  0.36
H: 1.2376 1.1600 -0.8102  0.35
H: -0.9837 -0.2411 1.9351  0.16

=====

No. 3
DFT (ωB97M-V/def2-TZVPD) results for a 2-piece molecular cluster, H5NS3Si overall at a distorted geometry.

Total energy, hartree: -1541.8654
SMILES: N[Si](=S)S.S
Charge: 0
Max |F|, eV/A: 1.97

Each line ends with the natural charge from an NBO analysis.
Cartesian coordinates (Å):
N: 2.7212 0.2348 1.2322  -1.33
Si: 1.6764 0.0687 -0.1667  1.39
S: -1.3927 -1.9165 1.8919  -0.29
S: 0.4931 1.9693 -0.3015  -0.41
S: 1.9398 -1.4547 -1.3619  -0.66
H: 3.7320 0.2615 1.2286  0.42
H: 2.3130 0.5947 2.1001  0.40
H: -0.4113 -2.5585 1.2133  0.16
H: -0.1273 1.7893 -1.4491  0.17
H: -0.6945 -1.8801 3.0320  0.14